(A)
A single C4H7NS3 molecule, computed with wB97M-V/def2-TZVPD.

CARTESIAN COORDINATES (ANGSTROEM)
C1 -3.13050 -0.18842 -1.79462
C2 -1.15657 -0.96572 -0.10707
C3 2.08048 1.07464 0.54040
C4 2.89468 0.35866 1.55905
H1 -2.91858 -1.19058 -2.11450
H2 -3.84815 -0.03442 -0.99240
H3 -3.40593 0.46256 -2.58045
H4 2.36701 2.00015 0.15644
H5 3.85883 0.81352 1.73866
H6 2.46455 0.26648 2.53634
H7 3.18457 -0.67381 1.24598
N1 0.92890 0.69895 0.12031
S1 -1.56341 0.41939 -1.15018
S2 -2.11402 -2.24548 0.16933
S3 0.35814 -0.79592 0.67269

Frontier orbital gap (eV): 8.598
Lowest unoccupied orbital energy (eV): -0.06

Löwdin atomic charge list, values in e, 2 entries: atom 1 (C): -0.431, atom 2 (C): -1.493

=====

(B)
A single C4H7NS3 molecule, computed with wB97M-V/def2-TZVPD.

CARTESIAN COORDINATES (ANGSTROEM)
C1 -1.47044 1.10706 -2.15812
S1 -0.00092 0.14086 -1.96059
C2 -0.10015 0.00099 -0.21684
N1 -0.81108 0.76069 0.54762
S2 -0.72256 0.31856 2.16617
C3 0.42025 -1.12567 1.89988
C4 0.90727 -0.94359 0.46396
S3 2.55086 -0.20392 0.36167
H1 -2.33493 0.75243 -1.57875
H2 -1.76386 1.11364 -3.19671
H3 -1.20101 2.14655 -1.82208
H4 1.26317 -1.11811 2.60269
H5 -0.13864 -2.06655 2.02683
H6 0.98129 -1.86763 -0.06469
H7 2.42075 0.98470 0.92896

SMILES string: CSC1=NSC[C@@H]1S
Frontier orbital gap (eV): 8.794
Lowest unoccupied orbital energy (eV): 0.71

Löwdin atomic charge list, values in e, 2 entries: atom 1 (C): -0.435, atom 2 (S): 0.891

=====

(C)
A single C4H7NS3 molecule, computed with wB97M-V/def2-TZVPD.

CARTESIAN COORDINATES (ANGSTROEM)
C1 2.59469 0.05575 0.01939
C2 1.14503 0.26353 -0.32112
N1 0.66949 1.43799 -0.23664
S1 -0.86031 1.94214 -0.80385
C3 -2.10221 1.01480 0.12640
S2 -2.60744 -0.61326 -0.44206
C4 -1.11293 -1.50601 0.02225
S3 0.38464 -1.24973 -0.95792
H1 2.68266 -0.56385 0.90777
H2 3.13156 -0.47475 -0.79130
H3 3.08575 1.00889 0.21091
H4 -1.79673 0.96596 1.17816
H5 -3.01326 1.63351 0.09476
H6 -0.87379 -1.34647 1.07513
H7 -1.32714 -2.56852 -0.08188

SMILES string: CC1=NSCSCS1
Frontier orbital gap (eV): 8.909
Lowest unoccupied orbital energy (eV): 0.48

Löwdin atomic charge list, values in e, 2 entries: atom 1 (C): -0.117, atom 2 (C): -0.730

=====

Stability, lowest: (A)

=====

(A)
A single C12H12N2O molecule, computed with wB97M-V/def2-TZVPD.

CARTESIAN COORDINATES (ANGSTROEM)
O1 1.83773 0.30488 -0.98956
C1 1.23910 1.15151 -0.37162
C2 1.61805 2.64793 -0.42332
C3 0.31980 3.20837 0.30868
N1 -0.16991 2.18251 1.10242
C4 -1.66510 1.94178 1.23140
C5 -1.91832 0.46493 0.95473
C6 -0.83023 -0.19017 0.51329
C7 -0.39023 -1.46424 0.06825
C8 0.96813 -1.85015 0.37123
C9 1.40420 -3.02594 -0.21001
C10 0.57533 -3.83790 -0.91302
C11 -0.71713 -3.48408 -1.22748
C12 -1.23438 -2.29124 -0.74372
N2 0.36473 0.96231 0.60448
H1 2.46924 2.92089 0.25291
H2 1.69390 2.98283 -1.50924
H3 0.57712 4.18314 0.86925
H4 -0.39887 3.70752 -0.53309
H5 -2.16853 2.55147 0.37193
H6 -2.01107 2.13194 2.21689
H7 -2.91625 0.16390 1.32185
H8 1.54265 -0.99616 0.64813
H9 2.24474 -3.50418 0.22793
H10 1.06049 -4.64644 -1.40656
H11 -1.31526 -4.20894 -1.66629
H12 -2.17992 -2.00647 -1.06949

SMILES string: O=C1CCN2CC=C(c3ccccc3)N12
Frontier orbital gap (eV): 8.336
Lowest unoccupied orbital energy (eV): 0.39

Löwdin atomic charge list, values in e, 2 entries: atom 1 (O): 0.060, atom 2 (C): -0.505

=====

(B)
A single C12H12N2O molecule, computed with wB97M-V/def2-TZVPD.

CARTESIAN COORDINATES (ANGSTROEM)
O1 -1.45030 2.42366 0.47333
C1 -1.94898 1.33127 0.47959
C2 -2.40600 0.63519 1.66114
C3 -2.83303 -0.64781 1.70923
C4 -2.90231 -1.43275 0.55922
C5 -2.36718 -0.96263 -0.59792
C6 -2.07899 0.47413 -0.77425
C7 -0.82961 0.50195 -1.79678
C8 0.44586 -0.11844 -1.27563
C9 1.41739 0.61387 -0.67457
N1 2.58658 0.25343 -0.10713
C10 2.87114 -1.00840 0.37407
C11 4.08792 -0.86062 0.98365
N2 4.60488 0.34382 0.77683
C12 3.69011 0.97547 0.10123
H1 -2.32366 1.09859 2.63040
H2 -3.00623 -0.97018 2.74628
H3 -3.12992 -2.54652 0.73215
H4 -2.16931 -1.61658 -1.53774
H5 -2.86012 0.93795 -1.39855
H6 -1.02942 0.01160 -2.83304
H7 -0.63291 1.53167 -1.97243
H8 0.53563 -1.10938 -1.46346
H9 1.09180 1.59004 -0.49755
H10 2.21597 -1.83323 0.23400
H11 4.59392 -1.61381 1.65369
H12 3.82675 1.99770 -0.18575

SMILES string: O=C1C=CC=C[C@@H]1C/C=C/n1ccnc1
Frontier orbital gap (eV): 8.316
Lowest unoccupied orbital energy (eV): -0.49

Löwdin atomic charge list, values in e, 2 entries: atom 1 (O): 0.096, atom 2 (C): -0.389

=====

Stability, lowest: (A)

=====

(A)
6 unconnected molecules or ions with the total composition C24H66N6O6, computed with wB97M-V/def2-TZVPD.

CARTESIAN COORDINATES (ANGSTROEM)
C1 2.50189 5.43784 -4.84877
O1 1.99994 5.51394 -3.51737
C2 1.89135 4.32557 -2.76028
C3 0.67407 3.42531 -3.22869
C4 -0.66234 4.00132 -2.82002
N1 0.77079 2.10823 -2.64667
H1 1.69948 4.90535 -5.35934
H2 3.51116 5.04090 -4.95795
H3 2.62587 6.48250 -5.13411
H4 2.83548 3.83107 -2.98870
H5 1.93637 4.56903 -1.69877
H6 0.69227 3.27683 -4.30838
H7 -1.52950 3.46841 -3.21010
H8 -0.73499 4.97954 -3.29531
H9 -0.84237 4.11895 -1.75144
H10 0.29148 2.19626 -1.76201
H11 1.72764 1.87455 -2.42317
C5 3.71081 -4.96045 -3.04890
O2 2.91394 -4.26679 -2.01974
C6 2.95963 -2.85135 -2.05465
C7 2.00490 -1.98259 -2.95259
C8 2.38679 -2.02898 -4.41609
N2 2.08022 -0.60113 -2.50982
H12 3.65281 -6.04799 -3.09377
H13 4.76251 -4.69459 -2.94246
H14 3.59425 -4.69830 -4.10046
H15 2.80982 -2.52183 -1.02650
H16 4.00316 -2.60336 -2.24869
H17 0.98557 -2.35732 -2.85960
H18 3.46606 -1.88133 -4.45444
H19 2.00849 -1.29664 -5.12930
H20 2.19085 -3.03125 -4.79712
H21 1.74002 -0.16141 -3.35303
H22 1.31672 -0.52960 -1.85250
C9 -2.48090 1.80748 -0.32938
O3 -1.08174 1.72291 -0.06939
C10 -0.50969 0.40867 0.18793
C11 -1.03385 -0.19879 1.49972
C12 -1.02455 0.67711 2.76563
N3 -0.41857 -1.50380 1.62778
H23 -2.73311 1.45838 -1.33069
H24 -2.77731 2.85600 -0.30009
H25 -3.18641 1.32219 0.34504
H26 -0.53402 -0.12642 -0.76138
H27 0.53990 0.66488 0.33223
H28 -2.11287 -0.32645 1.41306
H29 -1.50279 0.08549 3.54624
H30 -1.51867 1.64361 2.66656
H31 -0.05070 0.94707 3.17410
H32 0.45896 -1.73257 1.18314
H33 -0.38216 -1.59698 2.63282
C13 -6.34488 0.46015 1.91366
O4 -6.42102 -0.62758 2.78464
C14 -7.17331 -1.77035 2.29110
C15 -6.38814 -2.68473 1.27854
C16 -7.14959 -4.02769 0.89547
N4 -5.06767 -3.16556 1.68730
H34 -7.16531 0.49861 1.19707
H35 -5.43089 0.56287 1.32872
H36 -6.37389 1.19582 2.71742
H37 -7.33299 -2.40790 3.16066
H38 -8.16289 -1.46443 1.95162
H39 -6.16602 -2.09818 0.38707
H40 -6.50172 -4.66734 0.29613
H41 -8.09595 -3.82693 0.39325
H42 -7.32637 -4.52986 1.84662
H43 -5.29286 -3.76589 2.46769
H44 -4.71427 -2.36739 2.19537
C17 1.23790 5.62858 1.40063
O5 0.92357 5.09552 2.69298
C18 -0.22926 4.21065 2.79635
C19 -1.50455 5.04579 2.56304
C20 -1.91632 5.81567 3.80889
N5 -2.66787 4.25133 2.20374
H45 2.22452 6.09170 1.41533
H46 0.56085 6.39443 1.02223
H47 1.33276 4.76274 0.74533
H48 -0.20748 3.31392 2.17708
H49 -0.35990 3.74430 3.77285
H50 -1.34738 5.81586 1.80780
H51 -2.27247 6.81540 3.56034
H52 -1.26629 6.01312 4.66128
H53 -2.78686 5.32553 4.24481
H54 -3.45476 4.88048 2.27488
H55 -2.60369 3.86899 1.27112
C21 6.87632 -5.58284 -0.57292
O6 6.00494 -5.77700 0.53778
C22 5.11724 -4.63124 0.81111
C23 3.77534 -5.01085 1.49710
C24 3.04892 -3.89496 2.10863
N6 4.07815 -5.98923 2.52279
H56 7.42742 -4.64960 -0.68881
H57 6.16834 -5.68480 -1.39540
H58 7.61962 -6.37736 -0.63882
H59 5.70071 -3.96887 1.45058
H60 4.85057 -3.86822 0.07981
H61 3.17929 -5.58783 0.79006
H62 3.40239 -3.53887 3.07628
H63 2.01400 -4.16642 2.31682
H64 3.01209 -2.99223 1.49887
H65 3.23451 -6.28800 2.99087
H66 4.30848 -5.52878 3.39171

SMILES string: COC[C@H](C)N.COC[C@H](C)N.COC[C@H](C)N.COC[C@H](C)N.COC[C@H](C)N.COC[C@H](C)N
Frontier orbital gap (eV): 9.615
Lowest unoccupied orbital energy (eV): 0.60

Löwdin atomic charge list, values in e, 2 entries: atom 1 (C): -0.089, atom 2 (O): -0.219

=====

(B)
6 unconnected molecules or ions with the total composition C24H66N6O6, computed with wB97M-V/def2-TZVPD.

CARTESIAN COORDINATES (ANGSTROEM)
C1 6.00975 4.72276 -6.69244
O1 5.01882 3.70717 -6.32622
C2 4.79554 3.34248 -4.98673
C3 4.56023 1.80981 -4.91707
C4 5.76411 1.05122 -5.38022
N1 3.52049 1.43637 -5.85908
H1 6.21589 4.73214 -7.76273
H2 6.94075 4.65972 -6.12909
H3 5.53260 5.68402 -6.50163
H4 5.53571 3.79995 -4.33024
H5 3.96154 3.97622 -4.68519
H6 4.26712 1.51011 -3.91091
H7 6.74310 1.45427 -5.12093
H8 5.78004 1.04590 -6.47009
H9 5.71236 0.03516 -4.98900
H10 3.97723 1.77291 -6.69468
H11 2.72662 2.04766 -5.73190
C5 -6.13758 -5.61692 -8.20127
O2 -4.69451 -5.98786 -8.20602
C6 -3.83117 -5.33377 -7.23614
C7 -3.69706 -3.79505 -7.39368
C8 -3.22186 -3.40577 -8.80457
N2 -2.65605 -3.24136 -6.47705
H12 -6.43404 -4.69683 -8.70490
H13 -6.47516 -5.65687 -7.16564
H14 -6.65772 -6.44840 -8.67687
H15 -4.19931 -5.19619 -6.21944
H16 -2.89451 -5.88931 -7.28230
H17 -4.66661 -3.29699 -7.39186
H18 -2.28255 -3.87121 -9.10317
H19 -3.16391 -2.32226 -8.90825
H20 -4.04220 -3.78118 -9.41628
H21 -2.17314 -2.36263 -6.59846
H22 -1.94572 -3.94305 -6.32489
C9 -2.00500 -1.22782 -0.24575
O3 -0.74790 -0.44433 -0.04470
C10 -0.01106 -0.83824 1.15869
C11 0.64201 -2.22549 1.04456
C12 1.66906 -2.55183 2.11253
N3 1.23769 -2.27967 -0.22809
H23 -1.71826 -2.27767 -0.30658
H24 -2.61798 -0.96708 -1.10851
H25 -2.67618 -1.14285 0.60888
H26 0.73175 -0.04062 1.14614
H27 -0.64680 -0.66029 2.02602
H28 -0.05758 -3.05002 1.18182
H29 2.62184 -2.03042 2.02068
H30 1.83126 -3.61840 1.95686
H31 1.27278 -2.30183 3.09668
H32 1.89642 -1.51592 -0.17470
H33 0.46337 -1.95006 -0.78656
C13 -5.81056 2.14639 4.95136
O4 -5.61558 0.73605 5.27120
C14 -5.07637 0.56116 6.59111
C15 -5.99238 0.60925 7.79529
C16 -6.08891 2.06976 8.44713
N4 -5.20952 -0.11595 8.74965
H34 -5.02465 2.77912 5.36382
H35 -6.80918 2.46414 5.25119
H36 -5.75963 2.14504 3.86255
H37 -4.78676 -0.48746 6.52319
H38 -4.06276 0.94562 6.70463
H39 -6.95355 0.12425 7.62491
H40 -5.11111 2.32607 8.85498
H41 -6.75463 1.94428 9.30104
H42 -6.45025 2.81663 7.74022
H43 -5.59646 0.16246 9.64008
H44 -5.30794 -1.11798 8.66994
C17 3.94087 -2.32106 10.92375
O5 4.37201 -3.12735 12.02535
C18 5.79941 -2.88552 12.28727
C19 6.29622 -3.96621 13.31189
C20 5.85671 -3.75508 14.78870
N5 7.73342 -4.16734 13.21754
H45 2.86822 -2.47418 10.80512
H46 4.40131 -2.65891 9.99534
H47 3.98615 -1.25946 11.16675
H48 6.24170 -3.05421 11.30543
H49 5.98851 -1.84463 12.54975
H50 5.97709 -4.97403 13.04628
H51 4.77829 -3.66465 14.91887
H52 6.36941 -2.91055 15.24915
H53 6.18300 -4.51910 15.49432
H54 8.18047 -4.42715 12.34993
H55 8.22268 -3.29998 13.38611
C21 -1.13975 5.37478 -4.80621
O6 -0.84239 4.45439 -5.80325
C22 -1.37033 4.37647 -7.09032
C23 -1.37573 5.74352 -7.82391
C24 -1.96125 5.78037 -9.17384
N6 -0.01668 6.37533 -7.93425
H56 -2.16584 5.70959 -4.65411
H57 -0.46846 6.17431 -5.11961
H58 -0.84652 4.94694 -3.84753
H59 -0.77322 3.67771 -7.67625
H60 -2.39214 4.01529 -6.97394
H61 -1.88926 6.45770 -7.18023
H62 -1.48930 5.04510 -9.82557
H63 -1.92862 6.69689 -9.76293
H64 -2.99829 5.47265 -9.03982
H65 0.72919 5.88535 -7.46129
H66 0.36908 6.19484 -8.85006

SMILES string: COC[C@H](C)N.COC[C@H](C)N.COC[C@H](C)N.COC[C@H](C)N.COC[C@H](C)N.COC[C@H](C)N
Frontier orbital gap (eV): 9.301
Lowest unoccupied orbital energy (eV): 0.59

Löwdin atomic charge list, values in e, 2 entries: atom 1 (C): -0.057, atom 2 (O): -0.226

=====

Stability, lowest: (B)